Entry 1:
Below is one molecule with the formula C25H29NO, with properties calculated with the ωB97M-V functional and the def2-TZVPD basis.

The geometry in XYZ format:
```
56
C25H29NO the ωB97M-V functional and the def2-TZVPD basis
C -0.409 -1.153 1.976
H -0.411 -0.137 2.363
H -0.919 -1.790 2.694
H 0.619 -1.499 1.880
C -1.122 -1.222 0.617
N -0.431 -0.579 -0.489
H 0.379 -1.122 -0.759
C -0.086 0.825 -0.407
C 1.277 1.191 0.207
H 1.320 2.281 0.278
H 1.350 0.781 1.213
C 2.465 0.715 -0.642
C 2.720 -0.768 -0.490
C 2.586 -1.629 -1.573
C 2.814 -2.987 -1.431
C 3.188 -3.503 -0.203
C 3.343 -2.652 0.878
C 3.115 -1.296 0.735
H 3.255 -0.638 1.580
H 3.645 -3.047 1.838
H 3.365 -4.563 -0.090
H 2.699 -3.642 -2.283
H 2.290 -1.234 -2.536
C 3.760 1.432 -0.323
C 4.028 1.992 0.919
C 5.248 2.598 1.171
C 6.220 2.650 0.188
C 5.965 2.089 -1.052
C 4.747 1.486 -1.301
H 4.555 1.047 -2.271
H 6.717 2.123 -1.826
H 7.170 3.123 0.387
H 5.437 3.032 2.142
H 3.286 1.967 1.702
H 2.225 0.915 -1.693
H -0.869 1.340 0.153
H -0.108 1.218 -1.433
C -2.554 -0.685 0.744
H -3.067 -1.235 1.535
H -2.536 0.366 1.038
C -3.333 -0.827 -0.568
C -4.674 -0.166 -0.461
C -5.796 -0.880 -0.066
C -7.025 -0.260 0.073
C -7.151 1.099 -0.179
C -6.033 1.827 -0.574
C -4.814 1.195 -0.709
H -3.951 1.767 -1.020
H -6.144 2.882 -0.769
O -8.341 1.753 -0.057
H -9.025 1.131 0.217
H -7.892 -0.833 0.379
H -5.713 -1.939 0.133
H -3.451 -1.887 -0.800
H -2.744 -0.368 -1.363
H -1.188 -2.279 0.328
```

Energy above the lowest of the compared OMol25 structures with the same formula, charge and spin, eV: 0.0547
DFT total energy, Ha: -1100.04331
Lowest unoccupied orbital energy, eV: 0.818



Entry 2:
Below is C25H2AsF21GeMoN2O7S as an isolated structure at a distorted geometry, with properties calculated with the ωB97M-V functional and the def2-TZVPD basis.

The geometry in XYZ format:
```
61
C25H2AsF21GeMoN2O7S the ωB97M-V functional and the def2-TZVPD basis
Mo -1.864 -0.391 0.706
O -4.572 -1.166 2.704
C -4.110 -1.583 1.699
O -3.620 -0.730 0.761
C -3.787 -3.008 1.333
C -4.625 -4.110 1.447
C -4.137 -5.345 1.030
C -2.908 -5.505 0.407
C -2.077 -4.400 0.300
C -2.474 -3.170 0.845
O -1.697 -2.096 0.899
N -0.811 -4.443 -0.452
O -0.368 -3.344 -0.743
O -0.355 -5.502 -0.727
N -5.010 -6.579 1.245
O -4.657 -7.533 0.639
O -5.911 -6.395 1.993
H -5.621 -4.020 1.867
H -2.588 -6.468 0.019
F -0.148 2.254 1.822
C 0.770 3.190 1.460
C 1.652 2.912 0.430
C 2.600 3.871 0.104
F 3.403 3.541 -0.912
C 2.708 5.077 0.798
F 3.635 5.949 0.509
C 1.783 5.344 1.833
F 1.847 6.461 2.500
C 0.796 4.399 2.146
F -0.110 4.630 3.081
Ge 1.732 1.277 -0.723
S 0.320 -0.347 0.135
C 3.416 0.220 -0.608
C 3.524 -0.899 -1.424
F 2.523 -1.104 -2.274
C 4.613 -1.781 -1.342
F 4.652 -2.852 -2.092
C 5.640 -1.508 -0.419
F 6.659 -2.315 -0.318
C 5.546 -0.377 0.417
F 6.476 -0.124 1.300
C 4.418 0.465 0.317
F 4.269 1.507 1.119
C 1.038 1.651 -2.556
C -0.319 1.781 -2.810
F -1.168 1.607 -1.778
C -0.810 2.066 -4.086
F -2.102 2.162 -4.285
C 0.098 2.247 -5.143
F -0.339 2.536 -6.338
C 1.480 2.102 -4.908
F 2.337 2.252 -5.882
C 1.926 1.794 -3.613
F 3.211 1.619 -3.343
F -2.090 1.314 0.635
As -2.494 2.254 3.397
F -1.067 2.521 4.283
F -1.593 0.494 3.100
F -3.498 2.566 4.673
F -3.711 1.456 2.474
F -2.430 3.576 2.351
```

Energy above the lowest of the compared OMol25 structures with the same formula, charge and spin, eV: 5.2070
DFT total energy, Ha: -8464.83960
Spin multiplicity: 2
Lowest unoccupied orbital energy (alpha / beta), eV: -13.205 / -13.422
Charge: +3



Entry 3:
Below is one molecule with the formula C25H30BrClFO9P at a distorted geometry, with properties calculated with the ωB97M-V functional and the def2-TZVPD basis.

The geometry in XYZ format:
```
68
C25H30BrClFO9P the ωB97M-V functional and the def2-TZVPD basis
O -1.292 -4.234 3.364
C -1.446 -4.829 2.160
O -2.825 -4.716 1.579
C -0.258 -5.665 1.399
C -0.181 -5.281 -0.192
C 1.150 -4.386 -0.611
C 0.874 -2.749 -0.564
C -0.109 -2.063 -1.725
Br -0.800 -3.374 -3.118
C -0.467 -0.431 -1.761
C 0.203 0.501 -0.543
C 1.191 -0.191 0.616
C 1.865 0.684 1.835
C 3.332 1.256 1.307
C 3.425 2.891 1.238
C 4.994 3.465 1.184
O 5.825 3.152 0.152
O 5.426 4.378 2.294
C 1.567 -1.821 0.616
C 2.594 -2.503 1.747
C 1.842 -2.796 3.182
C 2.886 -2.946 4.463
Cl 3.930 -1.434 4.760
C -0.146 2.116 -0.601
O 0.361 3.036 0.266
C -1.124 2.790 -1.781
C -1.453 4.428 -1.706
P -2.766 4.657 -0.340
O -4.036 5.505 -0.846
O -2.029 5.507 1.035
O -3.252 3.084 0.326
C -1.670 1.902 -2.863
C -2.604 2.589 -4.069
C -4.195 2.750 -3.610
C -5.085 1.559 -4.374
F -4.932 0.301 -3.557
C -1.394 0.252 -2.927
O -2.012 -0.374 -3.934
H -3.365 -4.046 2.130
H -0.502 -6.831 1.473
H 0.813 -5.534 1.849
H -0.313 -6.233 -0.900
H -1.137 -4.604 -0.418
H 2.047 -4.735 0.052
H 1.434 -4.690 -1.730
H 2.125 0.032 2.801
H 1.159 1.549 2.250
H 3.668 0.762 0.274
H 4.168 0.910 2.085
H 2.962 3.209 0.184
H 2.781 3.439 2.055
H 4.861 5.223 2.251
H 3.210 -3.402 1.323
H 3.392 -1.645 1.974
H 1.023 -1.967 3.436
H 1.271 -3.814 3.108
H 2.234 -3.092 5.451
H 3.558 -3.913 4.384
H -1.717 4.893 -2.745
H -0.470 4.990 -1.334
H -2.323 4.991 1.864
H -3.590 2.488 -0.405
H -2.641 1.900 -5.043
H -2.138 3.617 -4.457
H -4.621 3.800 -3.940
H -4.355 2.539 -2.450
H -6.220 1.834 -4.465
H -4.701 1.321 -5.453
```

DFT total energy, Ha: -5122.52048
Lowest unoccupied orbital energy, eV: -2.263



Entry 4:
Below is C25H30Cl2N8NaS2Se as an isolated structure, with properties calculated with the ωB97M-V functional and the def2-TZVPD basis.

The geometry in XYZ format:
```
69
C25H30Cl2N8NaS2Se the ωB97M-V functional and the def2-TZVPD basis
Na 1.741 0.381 -0.639
N -0.373 -2.502 2.569
C 0.262 -1.677 1.761
S 1.677 -2.051 0.962
N -0.438 -0.399 1.754
N 0.099 0.424 1.018
C -0.609 1.674 0.883
C 0.319 2.896 0.617
C 0.120 4.004 1.603
C 1.056 4.986 1.615
C 2.261 4.825 0.878
C 2.550 3.515 0.504
N 1.702 2.503 0.500
H -0.090 -3.466 2.600
H -1.309 -2.255 2.881
H -1.351 1.806 1.670
H -0.735 4.001 2.269
H 0.930 5.851 2.259
H 3.039 5.576 0.896
H 3.583 3.254 0.265
C 2.767 3.820 -3.559
C 2.450 2.461 -3.005
N 1.437 2.244 -2.240
N 0.609 3.252 -1.980
C -0.310 3.214 -0.859
N -1.043 4.448 -0.930
S -1.318 1.690 -0.803
C 3.303 1.296 -3.329
C 4.032 1.243 -4.519
C 4.797 0.127 -4.800
C 4.826 -0.919 -3.892
C 4.079 -0.786 -2.734
N 3.348 0.287 -2.447
H 1.996 4.158 -4.259
H 2.817 4.552 -2.746
H 3.728 3.839 -4.066
H 0.917 4.200 -2.160
H -2.008 4.292 -1.186
H -1.007 4.902 -0.021
H 3.973 2.056 -5.230
H 5.354 0.069 -5.727
H 5.404 -1.815 -4.071
H 4.060 -1.583 -1.998
C -3.687 -4.475 5.097
C -3.498 -3.837 3.746
C -3.063 -4.568 2.647
C -2.872 -3.984 1.398
C -2.346 -4.832 0.275
C -3.125 -2.607 1.202
Se -2.709 -1.783 -0.461
C -3.599 -1.866 2.308
C -3.932 -0.398 2.212
C -3.762 -2.487 3.544
H -3.462 -5.542 5.059
H -4.715 -4.363 5.451
H -3.036 -4.024 5.850
H -2.857 -5.628 2.766
H -2.272 -5.879 0.580
H -1.362 -4.478 -0.045
H -2.986 -4.751 -0.605
H -3.716 -0.018 1.216
H -3.351 0.174 2.939
H -4.992 -0.236 2.427
H -4.112 -1.887 4.381
Cl 1.409 -3.580 -3.056
C 0.051 -2.644 -2.368
Cl 0.109 -0.948 -2.876
H 0.129 -2.676 -1.288
H -0.883 -3.075 -2.702
```

Energy above the lowest of the compared OMol25 structures with the same formula, charge and spin, eV: 3.0807
DFT total energy, Ha: -5689.24994
Lowest unoccupied orbital energy, eV: 1.960
Charge: -1



Entry 5:
Below is one molecule with the formula C25H30FN5O2S, with properties calculated with the ωB97M-V functional and the def2-TZVPD basis.

The geometry in XYZ format:
```
64
C25H30FN5O2S the ωB97M-V functional and the def2-TZVPD basis
O -0.830 0.418 3.210
C -0.431 1.080 2.273
N -1.185 2.135 1.778
C -0.806 2.930 0.733
N 0.392 2.675 0.153
C 1.227 1.650 0.526
C 2.430 1.386 -0.127
C 3.232 0.352 0.295
C 2.887 -0.461 1.394
C 1.671 -0.197 2.025
C 0.848 0.839 1.597
H 1.320 -0.768 2.869
N 3.701 -1.519 1.748
C 5.142 -1.354 1.792
H 5.478 -0.616 1.067
C 5.571 -0.915 3.201
H 6.658 -0.863 3.278
O 5.152 -1.837 4.180
C 3.750 -2.007 4.156
H 3.522 -2.758 4.914
C 3.291 -2.466 2.766
H 2.214 -2.620 2.735
H 3.783 -3.418 2.535
H 3.254 -1.060 4.419
H 5.143 0.079 3.413
H 5.604 -2.319 1.558
H 4.139 0.152 -0.252
H 2.724 1.989 -0.973
H 0.648 3.279 -0.617
S -1.689 4.200 0.156
C -2.494 2.325 2.379
C -3.484 1.249 1.930
C -3.631 1.176 0.410
N -2.447 0.649 -0.256
C -2.432 0.997 -1.668
C -1.134 0.515 -2.320
N -0.999 -0.922 -2.190
C -1.533 -1.760 -3.154
C -1.261 -1.563 -4.517
C -1.735 -2.394 -5.509
C -2.495 -3.501 -5.174
C -2.756 -3.750 -3.839
C -2.289 -2.900 -2.854
H -2.531 -3.126 -1.828
H -3.340 -4.613 -3.555
H -2.868 -4.158 -5.943
H -1.485 -2.170 -6.534
F -0.476 -0.524 -4.913
C -1.048 -1.281 -0.792
H -0.937 -2.359 -0.677
C -2.327 -0.791 -0.106
H -2.273 -1.037 0.956
H -3.206 -1.305 -0.539
H -0.189 -0.800 -0.310
H -1.124 0.820 -3.363
H -0.279 0.974 -1.814
H -2.499 2.084 -1.758
H -3.290 0.550 -2.203
H -3.803 2.186 0.030
H -4.521 0.569 0.164
H -3.169 0.287 2.332
H -4.457 1.491 2.361
H -2.850 3.316 2.095
H -2.371 2.271 3.464
```

DFT total energy, Ha: -1892.99857
Lowest unoccupied orbital energy, eV: 0.148



Entry 6:
Below is C25H30FeN as an isolated structure at a distorted geometry, with properties calculated with the ωB97M-V functional and the def2-TZVPD basis.

The geometry in XYZ format:
```
57
C25H30FeN the ωB97M-V functional and the def2-TZVPD basis
C -5.569 -2.900 -0.496
C -4.476 -3.246 -1.500
C -3.172 -2.508 -1.201
N -3.337 -1.080 -0.960
C -2.199 -0.305 -0.964
C -1.116 -0.575 -1.756
C -2.184 0.880 -0.026
C -2.479 2.176 -0.469
C -2.535 3.230 0.448
C -2.251 2.995 1.798
C -1.895 1.713 2.236
C -1.852 0.662 1.321
C -4.477 -0.661 -0.143
C -5.773 -1.394 -0.476
H -6.501 -3.401 -0.767
H -5.278 -3.244 0.503
H -4.266 -4.319 -1.492
H -4.810 -2.988 -2.513
H -2.705 -2.986 -0.316
H -2.478 -2.642 -2.035
H -0.290 0.129 -1.730
H -1.103 -1.407 -2.455
H -2.679 2.339 -1.530
H -2.803 4.230 0.103
H -2.301 3.814 2.515
H -1.656 1.518 3.283
H -1.559 -0.343 1.636
H -4.248 -0.816 0.927
H -4.643 0.417 -0.276
H -6.140 -1.050 -1.450
H -6.520 -1.106 0.268
C 1.833 -0.489 2.410
C 1.985 -0.427 0.944
C 3.199 -0.701 0.307
C 3.487 -0.583 -1.141
C 4.889 -0.824 -1.352
C 5.523 -1.030 -0.058
C 4.518 -0.915 0.965
Fe 4.561 0.700 -0.133
C 4.211 2.287 0.996
C 3.537 2.379 -0.290
C 4.544 2.264 -1.332
C 5.839 2.104 -0.691
C 5.632 2.119 0.746
H 0.943 0.066 2.734
H 1.716 -1.527 2.760
H 2.715 -0.078 2.927
H 1.099 -0.261 0.336
H 2.702 -0.430 -1.878
H 5.382 -0.905 -2.317
H 6.564 -1.293 0.106
H 4.628 -1.057 2.036
H 3.740 2.407 1.968
H 2.475 2.562 -0.436
H 4.364 2.351 -2.401
H 6.801 2.059 -1.196
H 6.407 2.091 1.507
```

Energy above the lowest of the compared OMol25 structures with the same formula, charge and spin, eV: 5.3709
DFT total energy, Ha: -2288.73599
Spin multiplicity: 5
Lowest unoccupied orbital energy (alpha / beta), eV: 2.496 / 0.904
Charge: -1



Entry 7:
Below is one molecule with the formula C25H30N2O3 at a distorted geometry, with properties calculated with the ωB97M-V functional and the def2-TZVPD basis.

The geometry in XYZ format:
```
60
C25H30N2O3 the ωB97M-V functional and the def2-TZVPD basis
C 5.680 6.949 -1.002
H 5.087 7.312 -0.157
O 6.575 5.936 -0.608
C 6.062 4.788 -0.089
C 4.711 4.533 0.088
C 4.290 3.319 0.633
C 5.228 2.360 0.998
C 6.577 2.619 0.819
C 6.997 3.817 0.283
H 8.044 4.032 0.139
H 7.307 1.876 1.102
H 4.913 1.418 1.418
C 2.864 3.090 0.807
N 1.972 3.988 0.453
O 0.750 3.489 0.741
C 0.881 2.266 1.283
C 2.206 1.951 1.352
H 2.641 1.054 1.737
C -0.357 1.528 1.640
H -0.169 0.883 2.497
H -1.128 2.256 1.904
C -0.866 0.671 0.449
C 0.054 -0.529 0.205
C -0.532 -1.444 -0.865
N -1.840 -1.926 -0.456
C -2.749 -0.802 -0.328
C -2.270 0.139 0.774
H -2.235 -0.404 1.718
H -2.973 0.970 0.873
H -2.823 -0.240 -1.277
H -3.741 -1.175 -0.069
C -2.345 -2.949 -1.355
C -3.484 -3.755 -0.731
H -4.388 -3.149 -0.656
H -3.192 -4.047 0.279
C -3.800 -5.005 -1.559
C -4.949 -5.759 -0.955
C -6.255 -5.493 -1.343
C -7.317 -6.162 -0.760
C -7.085 -7.106 0.225
C -5.787 -7.377 0.622
C -4.728 -6.707 0.037
H -3.716 -6.923 0.349
H -5.599 -8.114 1.390
H -7.913 -7.630 0.680
H -8.327 -5.947 -1.076
H -6.441 -4.758 -2.114
H -2.915 -5.643 -1.599
H -4.048 -4.703 -2.579
H -2.676 -2.520 -2.319
H -1.519 -3.634 -1.565
H -0.584 -0.890 -1.817
H 0.128 -2.304 -1.000
H 0.164 -1.088 1.134
H 1.031 -0.173 -0.121
O -0.871 1.439 -0.735
H -1.342 2.265 -0.574
H 3.950 5.246 -0.182
H 5.007 6.604 -1.794
H 6.301 7.759 -1.382
```

Energy above the lowest of the compared OMol25 structures with the same formula, charge and spin, eV: 2.5344
DFT total energy, Ha: -1305.83556
Lowest unoccupied orbital energy, eV: 0.725



Entry 8:
Below is a 3-piece molecular cluster, C25H30N2O6 overall at a distorted geometry, with properties calculated with the ωB97M-V functional and the def2-TZVPD basis.

The geometry in XYZ format:
```
63
C25H30N2O6 the ωB97M-V functional and the def2-TZVPD basis
C 5.113 -1.395 -0.851
C 4.600 -0.885 0.496
O 5.119 -1.149 1.551
O 3.478 -0.066 0.401
C 3.891 1.316 0.298
C 3.407 2.089 1.539
C 2.266 3.116 1.290
C 1.336 2.764 0.146
C 1.592 3.304 -1.099
C 0.809 3.071 -2.200
C -0.312 2.271 -2.065
C -0.587 1.725 -0.839
C 0.215 1.950 0.271
C -0.159 1.294 1.571
O 0.167 1.685 2.675
C -1.045 0.074 1.463
C -1.075 -0.897 2.436
C -1.910 -1.987 2.296
C -2.729 -2.164 1.204
C -2.714 -1.207 0.206
C -1.878 -0.136 0.351
C -1.841 0.880 -0.756
O -2.768 1.048 -1.529
H 6.079 -0.921 -1.055
H 4.426 -1.077 -1.629
H 5.197 -2.479 -0.801
H 3.619 1.774 -0.656
H 4.991 1.318 0.335
H 4.268 2.669 1.899
H 3.169 1.411 2.361
H 2.695 4.102 1.074
H 1.683 3.232 2.203
H 2.460 3.949 -1.230
H 1.026 3.480 -3.182
H -0.982 2.067 -2.893
H -0.459 -0.830 3.327
H -1.938 -2.763 3.056
H -3.382 -3.025 1.110
H -3.332 -1.269 -0.684
C -6.877 0.674 3.635
C -5.607 -0.132 3.768
O -5.560 -1.165 4.419
N -4.500 0.332 3.134
C -4.359 1.524 2.321
H -7.668 0.180 4.192
H -6.736 1.675 4.042
H -7.177 0.739 2.588
H -3.688 -0.253 3.263
H -4.033 1.227 1.323
H -3.593 2.163 2.768
H -5.284 2.086 2.258
C 2.041 -1.641 -4.421
C 2.622 -2.782 -3.622
O 3.633 -2.653 -2.948
N 1.978 -3.976 -3.672
C 0.774 -4.319 -4.407
H 2.661 -0.760 -4.281
H 2.025 -1.890 -5.483
H 1.031 -1.413 -4.079
H 2.418 -4.693 -3.116
H 0.010 -4.658 -3.705
H 0.998 -5.133 -5.099
H 0.393 -3.472 -4.966
```

Energy above the lowest of the compared OMol25 structures with the same formula, charge and spin, eV: 2.2434
DFT total energy, Ha: -1531.62262
Lowest unoccupied orbital energy, eV: -0.913